Record 1
{
  "formula": "C28H95N7O16",
  "method": "ωB97M-V with the def2-TZVPD basis set",
  "elements": ["O", "H", "H", "H", "O", "C", "O", "C", "H", "H", "H", "H", "H", "H", "H", "H", "H", "H", "C", "H", "N", "C", "H", "N", "H", "H", "C", "H", "H", "H", "H", "O", "H", "H", "C", "C", "H", "H", "H", "H", "H", "H", "C", "O", "O", "H", "H", "H", "H", "H", "C", "H", "H", "O", "H", "O", "H", "H", "H", "H", "H", "H", "H", "H", "H", "H", "O", "C", "O", "H", "N", "H", "C", "C", "O", "H", "H", "H", "H", "H", "H", "C", "C", "H", "H", "N", "H", "H", "H", "H", "H", "O", "N", "H", "H", "H", "H", "C", "H", "H", "C", "H", "H", "N", "H", "O", "O", "C", "H", "C", "H", "N", "H", "C", "H", "O", "H", "C", "H", "H", "H", "C", "H", "C", "C", "H", "H", "H", "H", "H", "H", "H", "C", "H", "C", "C", "H", "H", "O", "C", "H", "C", "H", "H", "H", "H"],
  "xyz": [[15.767, 12.369, 11.341], [13.724, 16.194, 15.161], [12.471, 17.294, 16.892], [14.676, 17.578, 12.267], [14.474, 14.964, 10.729], [14.849, 18.213, 11.399], [15.589, 17.592, 10.341], [15.892, 8.742, 16.478], [15.527, 12.010, 10.487], [17.310, 17.215, 11.519], [21.262, 15.839, 13.419], [11.629, 8.091, 17.529], [18.841, 17.409, 9.519], [15.361, 19.225, 15.571], [12.212, 10.306, 17.906], [15.021, 6.868, 17.218], [19.566, 13.963, 13.529], [16.819, 16.321, 13.504], [20.143, 18.369, 14.362], [7.800, 14.979, 15.590], [11.992, 11.263, 18.145], [18.438, 11.140, 17.714], [11.743, 13.252, 19.669], [22.067, 17.108, 15.308], [14.468, 10.492, 19.266], [15.404, 17.712, 15.545], [9.125, 14.085, 13.134], [13.486, 11.281, 20.494], [9.684, 14.348, 12.235], [11.373, 11.269, 18.943], [17.664, 8.894, 15.661], [15.573, 18.465, 16.112], [19.979, 13.339, 10.513], [20.681, 13.842, 16.524], [17.818, 17.040, 9.450], [14.780, 13.988, 15.210], [18.741, 10.141, 18.029], [13.811, 12.276, 17.619], [16.260, 16.592, 7.987], [9.173, 13.030, 13.401], [11.156, 13.835, 14.488], [8.102, 14.320, 12.841], [15.598, 9.894, 15.542], [18.190, 10.977, 12.248], [12.132, 16.531, 16.424], [22.007, 17.567, 16.205], [16.377, 10.656, 15.535], [22.725, 16.525, 12.895], [13.584, 15.093, 11.057], [14.606, 7.253, 15.590], [21.676, 16.778, 13.050], [20.394, 15.777, 16.032], [14.753, 15.834, 10.444], [19.994, 12.414, 10.268], [23.030, 16.807, 15.265], [15.032, 12.360, 19.940], [15.916, 12.502, 21.726], [21.520, 15.490, 18.130], [13.971, 16.064, 13.707], [18.938, 15.305, 15.714], [16.027, 15.578, 15.782], [18.235, 20.026, 14.105], [18.357, 14.105, 12.167], [14.144, 13.993, 16.095], [15.995, 9.190, 17.466], [15.552, 13.223, 15.297], [17.644, 14.477, 14.120], [8.868, 14.766, 15.605], [9.375, 15.640, 16.620], [15.929, 10.839, 21.005], [11.034, 14.830, 14.361], [7.677, 15.693, 17.804], [12.429, 7.535, 17.040], [18.291, 19.307, 13.288], [18.414, 18.156, 17.187], [17.603, 17.907, 16.744], [16.919, 18.220, 7.851], [11.322, 15.186, 15.261], [20.856, 15.147, 9.520], [11.746, 15.527, 12.771], [17.911, 15.148, 8.816], [21.594, 17.838, 14.129], [14.767, 7.706, 16.568], [18.244, 13.245, 16.500], [18.878, 17.329, 17.320], [17.791, 15.634, 9.693], [17.048, 12.074, 20.480], [15.261, 19.134, 11.810], [9.470, 16.039, 13.915], [22.245, 18.681, 13.897], [11.948, 13.889, 18.075], [19.640, 18.911, 13.163], [14.503, 16.312, 14.529], [17.388, 11.499, 12.284], [8.935, 13.712, 15.876], [13.339, 14.035, 19.311], [17.818, 16.883, 7.242], [13.146, 12.094, 18.464], [15.507, 9.479, 14.538], [8.831, 14.445, 18.250], [16.503, 15.296, 13.694], [18.791, 11.498, 11.716], [15.303, 13.205, 11.389], [17.141, 8.119, 16.044], [12.137, 7.286, 16.020], [13.581, 8.356, 17.035], [12.242, 16.011, 12.110], [16.025, 11.908, 20.819], [18.385, 11.040, 16.629], [14.006, 11.438, 19.549], [16.835, 15.395, 9.917], [19.539, 15.514, 16.499], [17.215, 18.720, 10.547], [19.971, 14.315, 17.202], [18.932, 15.501, 12.965], [20.450, 15.148, 10.387], [9.296, 16.169, 18.509], [18.673, 14.459, 13.148], [19.589, 17.560, 14.837], [17.735, 18.407, 13.551], [16.963, 7.644, 15.171], [9.605, 15.023, 14.285], [17.927, 19.706, 12.342], [20.713, 14.812, 18.409], [16.970, 17.658, 10.583], [12.660, 6.675, 17.669], [19.551, 15.437, 10.231], [13.866, 18.485, 11.015], [21.083, 17.092, 12.191], [20.375, 12.405, 9.390], [19.946, 15.358, 18.957], [18.124, 13.763, 18.119], [12.499, 13.464, 18.913], [17.410, 11.326, 18.023], [17.173, 17.183, 8.068], [8.740, 15.468, 17.886], [15.978, 14.977, 12.794], [14.203, 13.640, 14.353], [19.321, 12.144, 17.910], [15.513, 15.280, 14.869], [11.911, 16.907, 12.170], [18.833, 13.332, 17.413], [11.198, 16.518, 16.632], [21.113, 13.957, 18.955], [14.660, 10.358, 15.849], [20.213, 19.102, 15.165]],
  "mulliken_charge": [-0.55, 0.07, 0.25, -0.10, -0.64, -0.28, -0.54, 1.22, 0.24, -0.21, 0.19, 0.23, 0.34, 0.27, 0.14, 0.46, 0.46, -1.50, -0.36, 0.47, -0.59, -0.74, 0.52, -0.58, 0.26, 0.38, -1.46, 0.35, 0.31, 0.30, 0.30, -0.69, 0.41, 0.38, 0.39, -1.46, 0.44, -0.56, 0.33, 0.38, 0.28, 0.44, -1.08, -0.63, -0.53, 0.22, 0.03, 0.45, 0.24, 0.45, -1.37, -0.18, 0.28, -0.69, 0.21, -0.32, 0.33, 0.33, -0.12, -0.30, 0.29, 0.47, 0.09, 0.28, -0.26, 0.28, -0.18, -0.91, -0.28, 0.38, -0.02, 0.31, -0.83, -0.23, -0.75, 0.31, 0.45, -0.20, 0.26, 0.27, 0.24, 0.45, -1.32, 0.20, 0.31, -0.48, 0.13, 0.36, 0.31, 0.32, 0.26, -0.40, -0.74, 0.28, 0.35, 0.37, 0.43, 1.66, 0.40, 0.34, 1.52, 0.33, 0.26, -0.74, 0.31, -0.15, -0.63, -0.82, 0.28, -0.66, -0.04, 0.51, 0.43, 0.36, -0.17, -0.70, 0.26, -0.36, 0.10, -0.11, 0.37, 0.35, 0.20, -1.62, 0.08, 0.32, 0.46, 0.31, 0.24, 0.27, 0.32, 0.28, -1.60, 0.26, -1.66, -0.86, 0.09, 0.23, -0.43, 1.16, 0.26, -0.33, 0.17, 0.41, 0.30, 0.36],
  "e_lumo_ev": 0.25,
  "de_lowest_kj_mol": 66.1,
  "orbital_gap_ev": 9.0,
  "e_homo_ev": -8.79
}

=====

Record 2
{
  "formula": "C33H49BrN3OPtS2Si4",
  "method": "ωB97M-V with the def2-TZVPD basis set",
  "elements": ["H", "Si", "H", "N", "H", "H", "C", "C", "Br", "C", "H", "C", "H", "H", "C", "H", "H", "C", "H", "N", "C", "H", "H", "C", "H", "H", "C", "H", "Si", "C", "C", "H", "H", "N", "C", "C", "H", "H", "H", "C", "H", "H", "Pt", "C", "C", "H", "C", "C", "H", "C", "H", "H", "H", "H", "C", "C", "H", "H", "C", "Si", "H", "C", "H", "H", "H", "C", "C", "C", "H", "C", "H", "S", "C", "C", "C", "H", "S", "C", "H", "C", "H", "H", "H", "H", "H", "H", "H", "H", "H", "H", "H", "C", "Si", "O"],
  "xyz": [[0.054, -3.647, 2.975], [-2.875, -0.615, 2.460], [-1.630, 2.515, 4.497], [0.267, -3.170, -1.657], [-4.607, 1.183, 2.212], [-2.441, -3.134, 2.708], [3.459, 0.908, -2.358], [-2.884, 3.565, 1.638], [-4.187, 6.508, -2.505], [-0.579, -2.769, -0.720], [1.253, -7.499, 0.132], [3.812, 1.898, -3.265], [-2.763, 4.650, 1.601], [1.019, -3.808, -1.449], [1.291, -6.679, 2.111], [0.421, 3.376, 0.172], [1.549, -2.638, -5.504], [1.982, -1.548, 1.085], [2.162, -0.935, 4.144], [-1.946, 2.542, -1.585], [-1.278, 3.694, -1.705], [5.442, 2.829, -4.290], [-3.307, 3.241, 0.688], [2.321, 1.386, 1.758], [2.132, 1.928, 0.829], [4.109, -0.649, -1.035], [0.377, -5.551, 0.187], [2.228, 2.098, 2.580], [-1.207, 2.787, 2.024], [0.936, -5.602, 2.912], [1.005, -6.651, 0.756], [0.090, -5.584, -0.855], [-0.354, -1.534, -6.626], [-0.620, -3.318, 0.485], [-3.172, -2.473, 2.234], [0.103, 0.654, -4.082], [-3.582, -0.949, 4.800], [-5.280, -0.414, 1.891], [1.042, 3.826, 1.746], [6.111, 1.242, -3.008], [-0.206, 3.635, -1.593], [-3.316, -2.765, 1.193], [-1.189, 0.564, -0.898], [-0.888, 3.007, 3.874], [-3.279, 4.902, -2.145], [-4.118, -2.663, 2.751], [0.319, -4.495, 2.356], [5.747, 0.262, -2.098], [-0.274, 1.586, -3.675], [1.154, 0.014, -3.450], [1.141, -5.621, 3.973], [2.534, -1.640, -3.461], [-3.616, 3.343, 2.414], [3.068, -1.455, 1.169], [4.409, 0.097, -1.762], [-3.982, 3.710, -2.049], [1.778, -7.541, 2.546], [0.968, 0.317, 4.478], [1.683, -1.172, -3.947], [1.196, -0.104, 2.015], [7.153, 1.376, -3.266], [-1.905, 4.897, -1.977], [3.047, 2.532, -3.695], [1.725, -1.544, 0.026], [3.357, 1.036, 1.742], [-4.405, 0.223, 1.742], [1.183, -0.549, 3.850], [0.069, -1.098, -5.731], [-1.841, -0.674, 4.748], [0.135, 3.787, 1.142], [-0.917, 4.074, 4.109], [1.748, 0.679, -1.895], [1.134, -1.727, -5.094], [-2.796, -0.357, 4.325], [5.147, 2.062, -3.587], [-0.209, 4.815, 1.000], [-1.778, -1.553, -1.118], [-0.438, 0.090, -5.232], [-1.258, 0.584, -5.736], [0.053, -4.465, 0.990], [-3.786, 1.613, -1.659], [-2.955, 0.680, 4.608], [0.442, -1.317, 4.080], [-1.326, 5.805, -2.056], [6.501, -0.364, -1.642], [1.713, -2.511, 1.514], [-4.295, 0.393, 0.669], [-1.255, -2.856, 1.125], [0.295, -2.642, -2.520], [0.097, 2.635, 4.166], [-5.053, 3.674, -2.181], [-3.275, 2.561, -1.761], [-1.031, 0.467, 1.411], [1.145, 2.039, -1.768]],
  "mulliken_charge": [0.24, 0.93, 0.29, -0.16, 0.31, 0.34, -0.14, -1.00, -0.11, 0.05, 0.40, -0.46, 0.43, 0.35, -0.54, -0.56, 0.44, -0.16, 0.42, 0.14, -0.03, 0.42, 0.12, -1.08, 0.12, 0.32, -0.40, 0.36, 0.40, -0.77, -0.70, 0.58, 0.42, 0.64, -1.44, -0.28, 0.42, 0.48, 0.54, -0.44, 0.65, 0.43, 2.85, -1.11, -0.12, 0.52, -0.05, -0.78, 0.46, 0.76, 0.42, 0.52, 0.42, 0.53, 0.19, -0.42, 0.40, 0.30, -1.27, 0.49, 0.40, -0.86, 0.43, -0.28, 0.52, -1.06, -1.13, -0.64, 0.28, -0.40, 0.41, 0.54, -0.32, -1.18, -0.81, 0.54, -0.47, -0.75, 0.46, 0.42, 0.27, 0.33, 0.12, 0.55, 0.44, 0.14, 0.07, -0.64, 0.05, 0.27, 0.50, -0.73, -1.68, -0.83],
  "e_lumo_ev": -3.09,
  "de_lowest_kj_mol": 156.9,
  "orbital_gap_ev": 7.2,
  "total_charge": 1,
  "e_homo_ev": -10.29
}

=====

Record 3
{
  "formula": "C7H12O4Se",
  "method": "ωB97M-V with the def2-TZVPD basis set",
  "elements": ["H", "H", "O", "O", "C", "O", "C", "H", "C", "C", "H", "H", "C", "H", "Se", "C", "H", "C", "H", "O", "H", "H", "H", "H"],
  "xyz": [[-0.003, -2.686, 0.763], [-1.263, -1.604, -0.060], [0.577, -0.987, -0.187], [0.819, 1.575, -0.117], [-0.969, 2.903, 0.679], [2.868, 2.205, 0.526], [1.864, -1.206, 0.009], [-1.515, 3.894, 0.641], [2.115, 1.344, 0.183], [2.651, 0.002, -0.081], [0.885, -3.468, -1.461], [0.936, 3.829, 0.468], [-0.077, -2.978, -1.385], [-0.090, -2.407, -2.302], [4.423, -0.165, -0.309], [-0.356, -2.111, -0.116], [0.219, 3.289, -1.128], [0.336, 2.939, -0.059], [-0.828, -3.755, -1.561], [2.466, -2.265, 0.132], [2.218, -0.074, 2.455], [-0.801, 2.635, 1.701], [-1.676, 2.079, 0.306], [4.057, -1.596, -0.813]],
  "mulliken_charge": [0.26, 0.36, -0.31, -0.23, -1.10, -0.59, 0.68, 0.36, 0.46, 0.02, 0.32, 0.26, -1.12, 0.34, 0.01, -0.28, 0.27, -0.19, 0.37, -0.66, 0.06, 0.32, 0.23, 0.16],
  "e_lumo_ev": [-0.56, -1.49],
  "de_lowest_kj_mol": 267.8,
  "orbital_gap_ev": [7.6, 8.3],
  "e_homo_ev": [-8.19, -9.81]
}

=====

Record 4
{
  "formula": "CH4NO3S",
  "method": "ωB97M-V with the def2-TZVPD basis set",
  "elements": ["H", "H", "H", "C", "S", "N", "O", "O", "H", "O"],
  "xyz": [[1.603, 0.177, 0.208], [-0.422, 1.342, 0.181], [2.405, -1.131, 0.554], [-1.118, 0.758, -0.471], [-1.290, -0.799, 0.206], [1.987, -0.690, -0.249], [-2.450, -1.443, -0.432], [1.122, -1.559, -0.761], [-0.792, 0.704, -1.517], [-1.280, -0.821, 1.688]],
  "mulliken_charge": [0.21, 0.22, 0.21, -0.77, 0.74, -0.26, -0.63, -0.37, 0.27, -0.62],
  "e_lumo_ev": [3.44, 3.82],
  "de_lowest_kj_mol": 471.5,
  "orbital_gap_ev": [6.1, 7.7],
  "total_charge": -1,
  "e_homo_ev": [-2.62, -3.84]
}